# 1
DFT (ωB97M-V/def2-TZVPD) results for a structure of composition C26H45AlClCsF5LiN2O11P at a distorted geometry.

Last column: Mulliken charge in e.
Geometry (Å):
1 C -4.196863 -3.794710 0.008542  -1.29
2 C -3.680144 -2.432224 -0.443425  -1.05
3 C -4.782232 -1.313536 -0.614551  0.25
4 C -5.232278 -1.158090 -2.068009  -0.69
5 O -6.573563 -1.607338 -2.321052  -0.13
6 P -6.824525 -3.140448 -2.795170  -0.21
7 C -7.771151 -3.944177 -1.440818  0.29
8 F -8.941002 -4.474164 -2.090485  -0.35
9 C -8.159066 -3.145176 -0.227552  -0.48
10 C -9.022527 -1.919012 -0.491662  -0.99
11 H -4.553530 -4.390616 -0.821734  0.23
12 H -4.919534 -3.739284 0.813380  0.32
13 H -3.355999 -4.354857 0.411006  0.43
14 H -3.175041 -2.569796 -1.423856  0.49
15 H -2.928573 -2.044162 0.293781  0.87
16 H -4.351971 -0.336756 -0.341111  -0.05
17 H -5.634504 -1.436839 0.040417  -0.02
18 H -5.241953 -0.093106 -2.275922  0.26
19 H -4.522415 -1.607392 -2.758913  0.51
20 H -5.537754 -3.699055 -2.702933  -0.01
21 H -7.199827 -4.796562 -1.086636  0.39
22 H -7.274316 -2.914258 0.352160  0.04
23 H -8.745295 -3.813156 0.403642  0.48
24 H -8.511508 -1.115764 -1.000250  0.21
25 H -9.942019 -2.163021 -1.017560  0.18
26 H -9.341038 -1.523753 0.466967  0.40
27 O -4.006660 1.540998 -0.277575  -0.85
28 Cl -3.707549 2.956692 -0.589248  1.70
29 O -2.292839 3.033876 -0.875197  -0.64
30 O -4.032909 3.747277 0.551674  -0.66
31 O -4.478472 3.335182 -1.727120  -0.64
32 Cs -1.944936 -0.690843 -0.000862  1.11
33 Li -10.296540 -3.825598 -3.028131  0.91
34 C -1.036582 5.329578 -4.137781  -0.90
35 C -1.183459 3.831114 -3.887398  -0.05
36 O -0.678320 2.977269 -4.900373  -0.39
37 C 0.730357 2.657157 -4.929872  0.05
38 O 1.253654 2.295579 -3.799535  -0.85
39 C 1.546797 3.804944 -5.579237  0.58
40 F 0.946967 4.470227 -6.557292  -0.24
41 F 2.706202 3.391841 -6.078779  -0.26
42 F 1.917748 4.838476 -4.616973  0.02
43 H -1.236682 5.573139 -5.181649  0.27
44 H -1.738272 5.875453 -3.506791  0.43
45 H -0.039495 5.696926 -3.888910  -0.04
46 H -2.251378 3.613035 -3.861728  0.29
47 H -0.791787 3.549508 -2.909325  0.20
48 H 0.736125 1.904770 -5.756443  0.24
49 C 5.865650 -0.428213 4.588702  -1.16
50 C 5.706068 -1.588936 3.635657  -0.38
51 N 5.359769 -1.147611 2.269365  0.26
52 C 5.846415 -1.673485 1.099476  -0.51
53 C 5.244044 -1.010122 0.081569  -0.32
54 N 4.395839 -0.092605 0.653091  0.18
55 C 4.482449 -0.203507 1.976200  -0.23
56 C 3.528813 0.854534 -0.050052  -0.92
57 H 4.931440 0.120199 4.706185  0.24
58 H 6.150699 -0.800021 5.568156  0.36
59 H 6.630732 0.268619 4.235929  0.39
60 H 4.919431 -2.259205 3.990188  0.40
61 H 6.632127 -2.156351 3.576046  0.31
62 H 6.567364 -2.470617 1.118601  0.47
63 H 5.321756 -1.094058 -0.987362  0.47
64 H 3.921272 0.376123 2.686886  0.40
65 H 3.809713 1.871270 0.209176  0.33
66 H 2.498459 0.676556 0.244552  0.30
67 H 3.629745 0.715072 -1.121215  0.37
68 C 2.841158 -0.890186 7.571758  -0.97
69 C 2.799664 -2.204004 6.733340  -0.21
70 O 4.006234 -2.474108 6.214569  -0.64
71 H 3.129404 -0.043304 6.947769  0.22
72 H 1.851701 -0.684072 7.991763  0.36
73 H 3.548696 -0.981707 8.393619  0.26
74 H 1.976136 -2.053708 5.993685  0.16
75 H 2.395938 -2.973851 7.427676  0.25
76 C 10.806518 0.106928 3.402514  -0.63
77 C 9.549102 -0.023669 2.833310  -0.06
78 C 9.142872 0.847942 1.833346  -0.07
79 C 9.998255 1.847904 1.395206  -0.51
80 C 11.257339 1.977171 1.961965  -0.40
81 C 11.659792 1.109646 2.967132  -0.38
82 H 11.121227 -0.571189 4.184178  0.38
83 H 8.882513 -0.808600 3.170405  0.32
84 H 8.157124 0.747828 1.392754  0.26
85 H 9.684920 2.526051 0.612364  0.37
86 H 11.926162 2.755460 1.620266  0.36
87 H 12.640264 1.214813 3.411336  0.37
88 Al 3.064483 6.266901 -3.798832  0.65
89 C -9.439847 0.059103 -4.009633  0.88
90 O -9.136174 -1.130636 -3.952334  -0.56
91 O -8.470468 0.987556 -3.935179  -0.41
92 O -10.640674 0.488677 -4.124060  -0.32
93 H -7.671743 0.457287 -3.806901  0.32
94 F -10.225725 1.108778 -2.242881  -0.32

Atoms 1-2, force components in eV/Å:
0.73 -0.12 0.00
-2.63 -1.52 0.61

E: -3524.8274 Eh
spin multiplicity: 1
total charge: +1
orbital gap: 0.031 hartree
lowest unoccupied orbital energy: -6.80 eV
HOMO energy: -7.6 eV

# 2
DFT (ωB97M-V/def2-TZVPD) results for a cluster of 4 separate species, C26H45ClFN3O5S in total.

Last column: Mulliken charge in e.
Geometry (Å):
1 C -1.599835 -2.870677 3.382418  -1.00
2 C -0.096530 -3.026877 3.592930  -0.70
3 N 0.748743 -2.820599 2.395547  -0.29
4 C 0.292419 -1.934892 1.409076  0.05
5 C -0.190516 -2.272527 0.204796  0.50
6 C -0.377003 -3.672199 -0.299338  -1.86
7 C 0.755264 -4.111659 -1.232242  0.40
8 C 2.114747 -4.178092 -0.560135  -1.08
9 Cl 0.303966 -5.765033 -1.827468  -0.24
10 C -0.621488 -1.179348 -0.705490  -0.32
11 O -1.473468 -1.411257 -1.532796  -0.62
12 C 0.061296 0.153054 -0.573637  0.26
13 C 0.246321 1.001086 -1.680605  0.58
14 C -0.357319 0.679552 -3.025304  -1.41
15 N -1.769315 1.129484 -3.056823  -0.51
16 C 1.012038 2.158863 -1.490496  0.32
17 S 1.355508 3.296138 -2.828218  -0.19
18 C 1.476842 2.476552 -0.219314  0.61
19 F 2.152836 3.627515 -0.077127  -0.40
20 C 1.236655 1.703849 0.905060  0.28
21 C 1.726428 2.187429 2.253908  -1.46
22 N 0.616481 2.638972 3.110246  -0.39
23 C 0.551258 0.504930 0.689702  0.95
24 C 0.385578 -0.491174 1.799129  -0.07
25 O 0.380567 -0.213262 2.969975  -0.64
26 H -1.962267 -3.534564 2.596567  0.25
27 H -2.104010 -3.153817 4.305120  0.41
28 H -1.888130 -1.853441 3.125936  0.23
29 H 0.214251 -2.364597 4.397399  0.28
30 H 0.086261 -4.048375 3.924014  0.48
31 H 0.993294 -3.708719 1.985032  0.40
32 H -0.419297 -4.363039 0.543042  0.60
33 H -1.327896 -3.752561 -0.819596  0.50
34 H 0.778299 -3.501313 -2.129943  0.43
35 H 2.880357 -4.262550 -1.330510  0.32
36 H 2.211653 -5.055834 0.072649  0.33
37 H 2.300973 -3.263583 -0.001211  0.21
38 H 0.172518 1.217633 -3.801970  0.48
39 H -0.271811 -0.390355 -3.211296  0.29
40 H -2.329533 0.450785 -3.555134  0.28
41 H -2.117725 1.118019 -2.107801  0.27
42 H 2.270892 2.539442 -3.453714  0.19
43 H 2.354991 3.056061 2.082915  0.52
44 H 2.379694 1.442060 2.711079  0.27
45 H 0.922669 3.463980 3.616246  0.25
46 H 0.428818 1.946873 3.822534  0.19
47 C 3.832534 -7.869024 -1.785275  -1.06
48 C 4.642210 -6.927697 -0.909189  0.63
49 C 6.056052 -7.434867 -0.671949  -1.46
50 O 3.975982 -6.713824 0.338077  -0.52
51 H 3.729029 -8.846294 -1.305540  0.33
52 H 2.829954 -7.467031 -1.937354  0.16
53 H 4.303078 -8.013931 -2.758806  0.37
54 H 4.687131 -5.946330 -1.383714  0.19
55 H 6.031187 -8.398849 -0.156560  0.36
56 H 6.613626 -6.738475 -0.045186  0.36
57 H 6.592702 -7.563996 -1.612645  0.37
58 H 3.927259 -7.560265 0.794884  0.33
59 C -2.745716 5.816928 -2.076464  -1.00
60 C -3.244703 5.789662 -3.514648  0.32
61 C -4.397008 4.809800 -3.689585  -1.14
62 O -2.179414 5.491771 -4.413019  -0.56
63 H -2.367386 4.832798 -1.785212  0.18
64 H -1.925117 6.527990 -1.973838  0.35
65 H -3.539363 6.097870 -1.383347  0.31
66 H -3.579862 6.789021 -3.796744  0.30
67 H -4.071318 3.795089 -3.451855  0.21
68 H -4.746220 4.811869 -4.722471  0.32
69 H -5.235406 5.061174 -3.037430  0.36
70 H -1.832582 4.616297 -4.197232  0.33
71 C -2.971972 5.270736 1.498824  -1.12
72 C -3.091338 5.212113 3.016245  0.28
73 C -2.255875 6.310512 3.657712  -1.25
74 O -2.705630 3.941781 3.538809  -0.52
75 H -1.929978 5.124247 1.199869  0.27
76 H -3.564877 4.490933 1.019794  0.36
77 H -3.301950 6.239922 1.122010  0.35
78 H -4.135317 5.336014 3.308245  0.33
79 H -1.199474 6.173513 3.409980  0.29
80 H -2.349441 6.276837 4.743567  0.32
81 H -2.563176 7.298682 3.311596  0.38
82 H -1.793091 3.773090 3.273299  0.29

Atoms 1-2, force components in eV/Å:
0.15 -0.20 -0.14
-0.16 0.07 0.22

E: -2516.4097 Eh
spin multiplicity: 1
orbital gap: 0.293 hartree
lowest unoccupied orbital energy: -1.09 eV
SMILES string: CCNC1=C(C[C@@H](C)Cl)C(=O)c2c(CN)c(S)c(F)c(CN)c2C1=O.CC(C)O.CC(C)O.CC(C)O
HOMO energy: -9.1 eV

# 3
DFT (ωB97M-V/def2-TZVPD) results for a cluster of 3 separate species, C26H45N4P in total at a distorted geometry.

Last column: Mulliken charge in e.
Geometry (Å):
1 C 2.604693 -3.427277 -0.107651  -0.65
2 C 3.806431 -3.730824 -1.206931  -0.49
3 N 4.812130 -2.567066 -1.240720  -0.37
4 P 4.130122 -1.205600 -2.226416  -0.06
5 C 3.724557 0.242514 -1.007401  -0.19
6 C 3.053336 1.531400 -1.816694  -0.73
7 C 1.467639 1.244503 -2.217834  -0.29
8 C 0.419834 1.595512 -1.005347  -0.36
9 C -0.816635 2.570040 -1.494472  -0.75
10 C -2.251314 1.772047 -1.515085  -0.17
11 C -3.144466 2.094089 -0.145321  -0.67
12 C -3.037740 0.914795 0.990349  -0.10
13 C -4.441569 0.013256 0.875894  -0.87
14 C -4.227558 -0.929107 -0.481697  0.02
15 C -5.447210 -1.996023 -0.739560  -0.46
16 C -5.083061 -3.137762 -1.872240  -0.65
17 N -4.045771 -2.706074 -2.888022  0.26
18 C -2.533553 -2.686588 -2.862037  -0.25
19 C -1.779153 -2.161547 -4.240024  -0.43
20 C -3.099929 -1.851840 -5.170295  -0.45
21 C -4.432153 -2.197340 -4.260042  -0.33
22 H 3.047547 -2.856284 0.816769  0.20
23 H 1.774102 -2.796442 -0.679113  0.06
24 H 2.060846 -4.396974 0.274358  0.32
25 H 4.344557 -4.734568 -0.923095  0.33
26 H 3.366498 -3.826503 -2.288962  0.33
27 H 5.671639 -2.953811 -1.689964  0.27
28 H 5.162369 -0.781973 -3.174493  0.02
29 H 4.744560 0.506008 -0.483261  0.00
30 H 2.977336 -0.183697 -0.193810  0.25
31 H 3.163188 2.484903 -1.145475  0.32
32 H 3.688429 1.662268 -2.795721  0.31
33 H 1.232227 1.908700 -3.181382  0.36
34 H 1.328938 0.082669 -2.451629  0.04
35 H -0.022193 0.584117 -0.594865  0.05
36 H 1.022713 2.190563 -0.186128  0.32
37 H -0.661834 3.063927 -2.544963  0.35
38 H -0.897729 3.440516 -0.712137  0.27
39 H -2.924321 2.096933 -2.446129  0.35
40 H -2.134655 0.591105 -1.630384  0.01
41 H -2.786410 3.101273 0.357341  0.31
42 H -4.280593 2.224520 -0.482179  0.28
43 H -2.829864 1.299245 2.078082  0.17
44 H -2.179110 0.169520 0.628950  0.07
45 H -4.564668 -0.656607 1.851825  0.30
46 H -5.396728 0.700303 0.810186  0.30
47 H -4.149419 -0.272785 -1.475578  0.08
48 H -3.237614 -1.562033 -0.315210  0.09
49 H -5.681886 -2.600705 0.261431  0.26
50 H -6.463258 -1.441243 -1.024862  0.30
51 H -4.666776 -4.067043 -1.286244  0.29
52 H -6.075420 -3.352953 -2.472959  0.26
53 H -1.855451 -3.010751 -1.948051  0.30
54 H -0.636294 -2.072064 -4.489185  0.32
55 H -3.002663 -1.472593 -6.276661  0.27
56 H -5.551534 -2.063870 -4.643863  0.26
57 N 5.928251 0.535249 4.056474  0.02
58 C 5.881780 -0.621025 3.322029  -0.68
59 C 6.327639 -0.335973 2.050748  -0.19
60 C 6.660294 1.039373 2.019072  -0.49
61 C 6.406713 1.551993 3.271610  -0.52
62 H 5.653422 0.624178 5.026109  0.20
63 H 5.534861 -1.544834 3.765241  0.39
64 H 6.406068 -1.042559 1.234712  0.47
65 H 7.044167 1.595801 1.173784  0.40
66 H 6.524227 2.550862 3.670130  0.39
67 N -1.352305 2.853697 6.041163  0.03
68 C -0.399634 3.104453 5.088232  -0.66
69 C -1.045142 3.390620 3.906019  -0.29
70 C -2.436183 3.315587 4.156250  -0.30
71 C -2.597333 2.985257 5.483220  -0.65
72 H -1.165858 2.610568 7.005403  0.20
73 H 0.653233 3.056365 5.331895  0.38
74 H -0.565940 3.628959 2.965334  0.43
75 H -3.234428 3.484974 3.445197  0.47
76 H -3.488990 2.831678 6.076285  0.38

Atoms 1-2, force components in eV/Å:
-0.16 0.08 -0.81
-0.69 -0.24 0.15

E: -1577.5761 Eh
spin multiplicity: 1
orbital gap: 0.300 hartree
lowest unoccupied orbital energy: 0.64 eV
SMILES string: CCNPCCCCCCCCCCCCn1cccc1.c1cc[nH]c1.c1cc[nH]c1
HOMO energy: -7.5 eV

no.,M (u)
1,889.9
2,566.2
3,444.6